(1)
{
  "formula": "C33H24CoF2NO2PS6",
  "method": "wB97M-V/def2-TZVPD",
  "elements": ["Co", "O", "N", "C", "C", "C", "C", "C", "C", "C", "P", "C", "C", "C", "C", "C", "C", "C", "C", "C", "C", "C", "C", "H", "H", "H", "H", "H", "H", "H", "H", "H", "H", "H", "H", "H", "H", "H", "H", "S", "C", "S", "C", "C", "S", "S", "S", "F", "C", "F", "H", "C", "C", "O", "S", "C", "C", "C", "C", "C", "C", "C", "C", "H", "H", "H", "H", "H", "H", "H"],
  "coordinates": [[1.883681, -0.929223, 0.008985], [1.307080, -3.787409, 0.884826], [0.747220, -2.942347, -0.043072], [-0.368720, -3.384652, -0.449938], [-1.240766, -2.751181, -1.452195], [-2.435921, -3.441556, -1.682187], [-3.352259, -3.032656, -2.631600], [-3.084455, -1.904742, -3.392780], [-1.909845, -1.206054, -3.172313], [-0.976521, -1.601140, -2.213590], [0.507405, -0.538235, -2.001363], [1.411783, -0.731876, -3.573138], [1.094014, -1.682189, -4.536026], [1.883724, -1.823925, -5.668912], [2.998854, -1.020446, -5.847994], [3.329109, -0.076922, -4.884093], [2.544696, 0.062225, -3.750702], [-0.242176, 1.125299, -2.186936], [-0.254104, 1.847744, -3.378713], [-0.864048, 3.092667, -3.439026], [-1.472826, 3.626993, -2.312364], [-1.462706, 2.914318, -1.122241], [-0.845880, 1.673466, -1.055589], [2.260962, -3.610371, 0.791376], [-0.709556, -4.341039, -0.054170], [-2.640424, -4.327299, -1.093070], [-4.267494, -3.591757, -2.776600], [-3.783277, -1.565195, -4.145786], [-1.713370, -0.317250, -3.758933], [0.236813, -2.328369, -4.397215], [1.629347, -2.572751, -6.408076], [3.616354, -1.135903, -6.729442], [4.206571, 0.544934, -5.006424], [2.822823, 0.788437, -2.994430], [0.217780, 1.442480, -4.264165], [-0.862265, 3.645690, -4.369842], [-1.947558, 4.598737, -2.361172], [-1.927597, 3.326204, -0.235470], [-0.815201, 1.131198, -0.118143], [6.853544, 3.305170, 3.733634], [5.788552, 2.341286, 2.935381], [5.304355, 0.779822, 3.480472], [4.204581, 0.359587, 2.171427], [4.071544, 1.347394, 1.185121], [3.100451, 1.294284, -0.187699], [5.027846, 2.790427, 1.449531], [3.442064, -1.122518, 2.219929], [3.845038, -3.184141, -0.118513], [3.342099, -2.130940, -0.952460], [2.822148, -2.841680, -2.054928], [4.257466, -1.675959, -1.347345], [-2.537284, 1.898026, 7.464478], [-4.010882, 2.184217, 7.349222], [-4.690336, 2.545421, 8.275461], [-4.792077, 2.068255, 5.744473], [-3.509775, 1.456783, 4.680951], [-2.733108, 2.342318, 3.940240], [-1.726270, 1.867599, 3.118173], [-1.472358, 0.493318, 3.009370], [-2.272220, -0.386579, 3.750671], [-3.280383, 0.088617, 4.569137], [-0.437791, 0.013786, 2.153453], [0.434162, -0.352206, 1.381260], [-2.196457, 2.268422, 8.427937], [-1.967161, 2.342963, 6.651945], [-2.378913, 0.819415, 7.415514], [-2.914086, 3.406588, 4.021894], [-1.111156, 2.555734, 2.552656], [-2.088541, -1.449550, 3.669305], [-3.896302, -0.601766, 5.131832]],
  "atomic_forces_ev_per_a": [[0.128, 0.154, 0.205], [0.194, -0.128, 0.023], [-0.331, -0.110, -0.127], [0.073, 0.102, -0.010], [0.000, -0.021, -0.069], [-0.001, -0.043, 0.029], [0.007, 0.051, -0.034], [0.026, -0.049, 0.055], [-0.060, 0.007, 0.006], [-0.039, 0.083, -0.010], [0.047, 0.096, -0.048], [-0.047, -0.098, -0.005], [-0.016, 0.021, 0.015], [0.020, 0.001, -0.011], [-0.015, -0.013, 0.003], [-0.023, 0.019, 0.028], [0.020, 0.014, -0.016], [-0.008, 0.004, 0.002], [0.020, -0.009, 0.035], [-0.008, 0.014, 0.006], [0.007, -0.010, -0.015], [0.013, -0.032, -0.001], [0.000, 0.041, -0.002], [0.105, 0.029, 0.070], [-0.001, 0.044, 0.021], [0.000, -0.006, 0.004], [-0.005, -0.004, 0.001], [-0.011, 0.000, -0.009], [0.002, -0.008, 0.015], [0.005, 0.005, -0.016], [-0.001, -0.010, -0.011], [0.009, -0.003, -0.010], [0.006, 0.003, -0.004], [0.004, -0.006, 0.017], [0.020, -0.018, -0.023], [0.002, 0.005, -0.011], [-0.003, 0.012, -0.001], [-0.005, 0.006, 0.007], [0.002, -0.022, 0.027], [0.007, 0.010, 0.004], [-0.023, -0.017, -0.013], [0.006, 0.036, -0.025], [-0.014, -0.117, 0.103], [-0.015, 0.070, -0.079], [-0.057, -0.026, -0.015], [0.004, -0.040, 0.028], [0.011, 0.074, -0.081], [-0.106, -0.051, 0.018], [-0.022, -0.023, -0.005], [0.015, -0.032, 0.028], [0.019, 0.070, 0.043], [-0.045, -0.177, 0.058], [0.120, 0.374, -0.091], [-0.054, -0.109, 0.039], [-0.026, -0.114, 0.004], [-0.031, 0.019, 0.035], [0.035, -0.022, -0.026], [-0.020, 0.011, 0.018], [0.034, -0.003, 0.007], [-0.003, 0.007, -0.008], [0.005, -0.002, -0.003], [-0.047, 0.018, -0.002], [0.064, -0.098, -0.157], [-0.006, 0.001, 0.012], [-0.027, 0.020, -0.006], [0.042, -0.008, -0.028], [-0.008, 0.017, -0.002], [0.004, -0.001, -0.001], [0.003, -0.004, -0.001], [-0.003, -0.005, 0.012]],
  "lowdin_charge": [0.132, -0.030, -0.059, -0.076, -0.173, -0.046, -0.079, -0.074, -0.088, -0.264, 1.099, -0.366, -0.081, -0.084, -0.093, -0.076, -0.107, -0.346, -0.097, -0.088, -0.093, -0.074, -0.077, 0.056, 0.131, 0.107, 0.102, 0.102, 0.103, 0.101, 0.099, 0.097, 0.103, 0.072, 0.101, 0.098, 0.097, 0.099, 0.065, 0.494, -1.536, 0.877, -1.139, -1.135, 0.622, 0.877, 0.697, -0.158, -0.369, -0.113, 0.072, -0.048, -0.748, -0.014, 1.008, -0.582, -0.112, -0.030, -0.253, -0.029, -0.109, -0.151, -0.102, 0.084, 0.076, 0.090, 0.104, 0.114, 0.115, 0.104],
  "e_homo_ev": [-4.55, -5.57],
  "spin_multiplicity": 5,
  "lumo_ev": [2.04, 1.00],
  "total_charge": -1
}


(2)
{
  "formula": "C28H29FN4O2S",
  "method": "wB97M-V/def2-TZVPD",
  "elements": ["C", "C", "C", "C", "C", "C", "S", "C", "C", "N", "C", "C", "C", "C", "C", "O", "N", "C", "C", "N", "C", "C", "C", "C", "F", "C", "C", "C", "C", "C", "C", "N", "C", "O", "C", "C", "H", "H", "H", "H", "H", "H", "H", "H", "H", "H", "H", "H", "H", "H", "H", "H", "H", "H", "H", "H", "H", "H", "H", "H", "H", "H", "H", "H", "H"],
  "coordinates": [[-2.128422, -3.781747, -0.777216], [-3.262992, -2.896130, -0.375985], [-3.411766, -2.493793, 0.948126], [-4.485029, -1.719671, 1.339061], [-5.450029, -1.330150, 0.415668], [-6.609449, -0.489485, 0.830596], [-6.104598, 1.230407, 1.235771], [-5.254250, 1.677928, -0.318733], [-4.102784, 2.659028, -0.035932], [-3.228072, 2.202802, 1.015673], [-2.278502, 1.249800, 0.744199], [-1.737832, 0.430567, 1.730207], [-0.707316, -0.438347, 1.431450], [-0.178931, -0.496564, 0.147352], [0.911278, -1.469584, -0.144643], [0.791271, -2.655168, 0.120327], [2.019963, -0.983486, -0.758069], [2.420733, 0.400961, -0.798173], [3.610576, 0.643670, 0.144922], [4.688580, -0.246979, -0.215367], [6.008648, 0.102282, 0.042974], [6.353577, 1.177600, 0.866722], [7.674711, 1.540464, 1.050647], [8.667171, 0.819844, 0.416808], [9.961708, 1.168648, 0.599159], [8.362849, -0.251885, -0.402992], [7.041671, -0.599953, -0.589636], [4.279025, -1.634329, -0.120152], [3.109865, -1.884034, -1.071771], [-0.728767, 0.300854, -0.854006], [-1.765100, 1.166062, -0.560140], [-2.299448, 2.013543, -1.533564], [-3.359469, 2.836999, -1.358626], [-3.728955, 3.605647, -2.217900], [-5.292161, -1.707838, -0.912219], [-4.213014, -2.482203, -1.299447], [-2.298378, -4.790359, -0.399945], [-2.037022, -3.833729, -1.859485], [-1.188354, -3.430195, -0.356881], [-2.674810, -2.799128, 1.675515], [-4.588674, -1.413250, 2.370290], [-7.062457, -0.848686, 1.754119], [-7.368487, -0.429118, 0.050104], [-5.971342, 2.125051, -1.006906], [-4.858498, 0.750374, -0.737077], [-4.523857, 3.626693, 0.259469], [-3.694077, 2.106980, 1.908658], [-2.133450, 0.486190, 2.732820], [-0.295379, -1.076671, 2.197768], [1.591304, 1.043280, -0.504385], [2.725915, 0.646554, -1.821765], [3.935725, 1.677231, 0.023972], [3.278540, 0.487905, 1.184982], [5.591562, 1.733944, 1.388623], [7.937062, 2.368853, 1.689650], [9.155541, -0.794229, -0.893562], [6.807411, -1.418169, -1.252477], [5.109406, -2.292151, -0.367653], [3.950319, -1.864333, 0.906737], [2.742326, -2.905814, -0.967707], [3.425638, -1.703661, -2.104290], [-0.353063, 0.240826, -1.865431], [-1.834946, 2.055735, -2.431921], [-6.029148, -1.409565, -1.646151], [-4.114955, -2.774050, -2.335535]],
  "atomic_forces_ev_per_a": [[0.078, -0.042, 0.065], [-0.078, 0.020, -0.106], [-0.066, -0.005, -0.031], [-0.104, -0.057, -0.087], [-0.002, -0.158, -0.123], [0.063, 0.538, 0.043], [-0.058, 0.030, -0.222], [-0.358, -0.104, 0.352], [-0.411, -0.013, -0.119], [0.081, 0.431, 0.250], [0.375, -0.226, -0.115], [-0.013, 0.091, -0.197], [0.165, -0.014, -0.146], [-0.294, 0.024, 0.082], [-0.116, 0.019, -0.071], [0.011, -0.165, 0.245], [0.158, -0.034, -0.199], [0.147, 0.467, 0.301], [-0.146, 0.066, -0.287], [-0.402, -0.007, -0.201], [0.441, 0.181, 0.100], [-0.206, -0.215, -0.078], [0.417, -0.080, -0.117], [-0.141, 0.049, 0.045], [-0.076, -0.025, -0.020], [0.159, 0.149, 0.173], [-0.095, 0.045, 0.118], [-0.152, -0.136, -0.178], [0.137, -0.439, 0.141], [-0.108, -0.084, 0.273], [-0.038, -0.202, 0.348], [0.458, -0.170, -0.301], [-0.222, 0.295, 0.265], [-0.176, 0.106, -0.057], [-0.122, -0.006, 0.185], [0.087, -0.016, 0.011], [0.022, -0.114, -0.030], [0.034, -0.037, -0.085], [0.043, -0.026, -0.029], [0.110, -0.039, 0.097], [0.008, 0.042, 0.133], [-0.081, -0.025, -0.050], [-0.012, -0.153, 0.079], [0.112, -0.031, -0.079], [0.044, 0.080, -0.066], [0.166, -0.107, -0.199], [0.086, -0.075, -0.130], [-0.059, 0.009, 0.137], [0.032, -0.093, 0.081], [0.126, -0.052, -0.066], [-0.024, 0.060, 0.071], [-0.018, -0.023, 0.047], [0.018, 0.070, 0.001], [-0.094, 0.032, 0.036], [0.053, 0.078, 0.058], [0.094, -0.039, -0.049], [-0.038, -0.053, -0.088], [-0.040, 0.013, 0.019], [0.042, -0.056, -0.032], [0.074, 0.126, -0.058], [0.036, -0.018, 0.050], [0.074, 0.021, -0.139], [-0.165, 0.102, 0.093], [-0.076, 0.045, -0.047], [0.042, -0.049, -0.096]],
  "lowdin_charge": [-0.038, -0.269, -0.040, -0.047, -0.332, -0.416, 0.882, -0.391, -0.285, 0.061, -0.201, -0.010, -0.029, -0.162, -0.413, 0.052, -0.046, -0.124, -0.145, -0.112, -0.231, -0.021, -0.011, -0.287, 0.046, -0.010, -0.019, -0.128, -0.112, 0.028, -0.156, 0.170, -0.440, 0.086, -0.059, -0.039, 0.087, 0.078, 0.049, 0.117, 0.115, 0.078, 0.079, 0.091, 0.074, 0.154, 0.104, 0.119, 0.123, 0.115, 0.134, 0.123, 0.136, 0.102, 0.118, 0.118, 0.108, 0.114, 0.138, 0.123, 0.133, 0.131, 0.164, 0.115, 0.109],
  "e_homo_ev": -7.95,
  "lumo_ev": 0.50,
  "smiles": "Cc1ccc(CSC[C@H]2Nc3ccc(C(=O)N4CCN(c5ccc(F)cc5)CC4)cc3NC2=O)cc1"
}


Respective relative energy (zero: lowest compared OMol25 entry of this formula, charge and spin) values: 0.0, 3.5 kJ/mol.